# C24H72N6O12

A cluster of 12 separate species, C24H72N6O12 in total at a distorted geometry (the ωB97M-V functional and the def2-TZVPD basis, the OMol25 dataset).

Cartesian coordinates (Å):
O -0.313 -17.933 -22.148
O 0.450 -16.857 -17.302
O -2.480 -16.885 -14.286
O -1.524 -19.057 -16.993
O -5.345 -15.124 -14.497
O -3.120 -15.035 -16.241
O -6.051 -15.079 -17.516
O 0.428 -11.782 -15.435
O -0.407 -12.820 -19.738
O -6.131 -18.878 -20.371
O -3.236 -13.634 -9.921
O -3.699 -18.400 -21.444
N -4.562 -13.210 -17.405
N 0.220 -17.313 -15.008
N 2.074 -17.874 -15.947
N -6.257 -13.131 -18.765
N -0.193 -16.968 -19.971
N -1.166 -18.917 -20.133
C -1.418 -13.728 -19.504
C 0.019 -12.814 -14.813
C 0.060 -13.913 -15.927
C -3.308 -17.704 -13.833
C -5.607 -13.828 -17.916
C -7.280 -19.682 -18.622
C -0.273 -20.687 -15.867
C -1.879 -21.156 -17.822
C -3.800 -14.924 -11.721
C -5.087 -16.781 -22.600
C -3.613 -12.362 -11.738
C -1.587 -20.258 -16.646
C -5.934 -19.478 -19.299
C -3.739 -16.303 -20.614
C -3.840 -17.231 -21.854
C -2.444 -18.857 -13.272
C 0.899 -17.337 -16.094
C -3.187 -13.695 -11.119
C -0.587 -17.929 -20.763
C -4.981 -18.745 -18.353
C -4.227 -18.256 -14.893
C -5.562 -13.765 -14.265
C -2.859 -15.793 -17.408
C -1.394 -12.708 -14.278
H -3.009 -19.753 -13.066
H -3.849 -13.866 -16.933
H -5.595 -20.488 -19.564
H -1.161 -18.507 -16.289
H -2.462 -20.437 -16.031
H -2.059 -13.761 -11.383
H -2.163 -16.395 -13.517
H -3.646 -12.433 -12.813
H -1.809 -14.043 -20.497
H -3.402 -16.748 -17.263
H -2.166 -13.333 -18.809
H 0.217 -16.090 -20.436
H -1.350 -19.750 -20.722
H -2.087 -22.145 -17.508
H -7.887 -18.800 -18.657
H -3.584 -18.448 -15.765
H -4.925 -15.797 -22.907
H -7.020 -19.927 -17.599
H 1.060 -14.092 -16.402
H -2.988 -17.041 -22.545
H -6.389 -13.567 -14.928
H -2.870 -18.527 -20.940
H -3.559 -15.253 -20.924
H -0.757 -17.011 -15.011
H -4.707 -13.260 -14.628
H -3.256 -15.229 -18.243
H -4.657 -19.280 -17.532
H -4.877 -15.012 -11.652
H 0.703 -12.999 -13.959
H -7.075 -13.532 -19.202
H -4.651 -12.219 -11.463
H -4.693 -19.221 -14.631
H 2.435 -18.196 -15.030
H -1.039 -21.099 -18.531
H -0.711 -13.653 -16.732
H 0.560 -20.530 -16.607
H -5.276 -15.252 -15.457
H -3.514 -14.812 -12.715
H -3.890 -17.329 -13.020
H -5.947 -16.718 -21.970
H 2.789 -17.820 -16.735
H -4.576 -16.298 -19.973
H -0.322 -14.863 -15.629
H 0.641 -10.965 -14.864
H -2.442 -14.073 -9.658
H -0.041 -20.186 -14.936
H -5.781 -13.503 -13.240
H -1.227 -18.984 -19.074
H -0.291 -21.795 -15.680
H -1.653 -19.070 -14.010
H -4.974 -17.528 -15.122
H -0.141 -16.983 -18.927
H -1.862 -16.152 -17.734
H 0.507 -17.773 -14.138
H -3.411 -15.788 -11.215
H -1.383 -11.968 -13.559
H -1.958 -18.528 -12.358
H 0.212 -13.342 -20.237
H -4.028 -18.517 -18.925
H -5.770 -12.308 -19.151
H -5.350 -18.803 -20.926
H -7.885 -20.485 -19.086
H -2.918 -11.545 -11.508
H -2.933 -16.630 -19.938
H -2.808 -15.524 -15.482
H -1.711 -13.635 -13.733
H -2.769 -20.779 -18.355
H -5.384 -17.836 -17.937
H -4.100 -12.337 -17.841
H -2.121 -12.580 -15.050
H -0.968 -14.683 -19.076
H -5.333 -17.413 -23.491

Calculated values
- SMILES = NC(N)=O.NC(N)=O.NC(N)=O.CC(C)O.CC(C)O.CC(C)O.CC(C)O.CC(C)O.CC(C)O.CO.CO.CO
- HOMO (eV) = -8.8
- frontier orbital gap (eV) = 8.420
- LUMO level (eV) = -0.363
- energy relative to the best compared isomer or geometry (same formula, charge and spin) (eV) = 11.124

# CH2Cl3ISi

A structure of composition CH2Cl3ISi at a distorted geometry (the ωB97M-V functional and the def2-TZVPD basis, the OMol25 dataset).

Cartesian coordinates (Å):
I 1.608 1.705 1.267
Cl -1.354 -1.895 -0.648
Cl 1.316 -1.311 -0.153
Cl -0.397 -0.493 1.719
Si -0.134 -0.437 -0.957
C -0.145 0.750 0.469
H -1.064 1.351 0.477
H 0.170 0.331 -2.176

Calculated values
- multiplicity = 3
- HOMO (alpha / beta) (eV) = -6.0 / -9.9
- frontier orbital gap (alpha / beta) (eV) = 6.478 / 6.367
- expectation value of S² = 2.006
- LUMO level (alpha / beta) (eV) = 0.462 / -3.558
- energy relative to the best compared isomer or geometry (same formula, charge and spin) (eV) = 3.692

# C8H17N2O2S

A structure of composition C8H17N2O2S at a distorted geometry (the ωB97M-V functional and the def2-TZVPD basis, the OMol25 dataset).

Cartesian coordinates (Å):
S 1.713 -1.150 0.453
O -2.528 1.305 -0.960
O -0.952 -0.299 1.948
N -0.246 1.510 0.514
N -3.308 -0.466 0.477
C 2.105 1.636 -0.214
C -2.565 0.415 -0.133
C -0.725 0.075 0.609
C 1.135 1.710 0.928
C 0.035 -0.998 -0.182
C -0.611 -2.362 -0.017
C 2.694 0.212 -0.344
C 0.039 -0.702 -1.642
H -4.329 -0.422 0.230
H 0.162 -3.198 -0.180
H -0.374 1.752 -0.602
H -1.453 -2.581 -0.824
H 3.026 2.350 -0.003
H -2.806 -1.132 1.080
H -1.016 2.146 1.037
H 1.351 0.822 1.502
H 3.683 0.237 0.305
H -0.178 -0.862 2.038
H -0.906 -2.659 1.010
H -1.115 -0.641 -1.848
H 0.538 -1.580 -2.142
H 0.516 0.177 -1.946
H 3.093 0.082 -1.435
H 1.260 2.596 1.456
H 1.764 2.027 -1.116

Calculated values
- HOMO (eV) = -12.7
- frontier orbital gap (eV) = 9.860
- LUMO level (eV) = -2.852
- total charge = +1
- energy relative to the best compared isomer or geometry (same formula, charge and spin) (eV) = 1.979

# C25H69N6O5

A cluster of 6 separate species, C25H69N6O5 in total (the ωB97M-V functional and the def2-TZVPD basis, the OMol25 dataset).

Cartesian coordinates (Å):
O -8.675 2.406 1.985
O -4.933 -0.774 2.171
O -1.708 -0.190 -0.936
O 3.882 -0.094 2.583
O 1.527 2.794 -2.190
N 3.938 1.446 -3.005
N 6.302 -1.263 1.561
N 5.769 -2.384 -4.332
N -9.153 5.009 0.750
N -0.791 -2.944 -0.806
N -5.531 -2.232 4.627
C 8.434 -1.304 -4.632
C -6.230 0.075 4.978
C -2.928 0.032 -1.621
C -8.096 2.749 0.744
C 5.744 -2.470 3.609
C 0.504 1.986 -1.628
C -9.736 1.471 1.928
C -5.923 0.150 1.757
C 6.094 -1.114 3.007
C 9.753 -0.563 -4.411
C 7.209 -0.373 -4.674
C 10.923 -1.512 -4.135
C 2.698 2.905 -1.414
C 3.242 0.448 -0.895
C -1.818 -0.940 0.260
C 5.086 -0.002 3.320
C -1.865 -2.458 0.069
C -4.286 -0.458 3.389
C 3.674 1.736 -1.587
C -5.058 -0.847 4.656
C -10.119 3.329 -0.722
C -3.206 -2.978 -0.434
C -8.842 3.826 -0.052
C 2.896 -0.958 3.117
C 5.977 -0.926 -3.979
H -3.162 -0.779 -2.314
H -7.951 1.844 0.136
H 6.304 -2.993 -3.717
H -0.446 2.317 -2.042
H -1.697 -2.892 1.060
H 0.631 0.932 -1.879
H -7.092 -0.136 4.346
H -0.915 -0.699 0.831
H -9.649 4.709 1.584
H -6.065 -2.371 3.774
H 5.418 -2.372 4.646
H 9.970 0.055 -5.281
H 1.928 -0.603 2.764
H -2.677 -0.592 0.847
H 2.452 -0.061 -1.449
H 3.192 3.818 -1.756
H 10.680 -2.526 -4.458
H -3.757 0.153 -0.918
H -3.352 -1.028 3.372
H -3.330 -2.800 -1.503
H -8.156 4.142 -0.845
H 6.948 -0.176 -5.715
H 6.664 -0.391 1.186
H -4.033 -2.503 0.096
H 2.899 -0.936 4.210
H -4.743 -2.867 4.553
H 0.467 2.093 -0.541
H -4.341 -0.767 5.479
H 4.787 -2.645 -4.256
H -10.438 4.038 -1.485
H 4.620 2.051 -1.137
H 4.954 -2.968 3.047
H -0.836 -2.416 -1.672
H 6.060 -2.566 -5.292
H -4.019 0.608 3.407
H 8.500 -1.866 -5.566
H 4.088 -0.239 -0.823
H 11.149 -1.564 -3.074
H 7.046 -0.795 3.442
H -10.936 3.237 -0.008
H 2.886 0.637 0.118
H -9.565 0.726 1.145
H -9.969 2.358 -1.199
H -6.544 -0.074 6.010
H 3.036 1.341 -3.464
H 5.534 0.950 3.023
H 2.447 3.042 -0.355
H -6.007 0.080 0.672
H -5.961 1.125 4.850
H -5.647 1.174 2.024
H -3.271 -4.054 -0.278
H 0.108 -2.707 -0.397
H 8.353 -2.045 -3.827
H -10.700 1.955 1.755
H 6.616 -3.123 3.588
H -9.775 0.966 2.892
H 5.078 -0.390 -4.263
H 9.606 0.106 -3.562
H 4.872 0.056 4.395
H 4.346 2.266 -3.446
H -8.295 5.432 1.091
H 11.818 -1.221 -4.674
H 3.028 -1.989 2.780
H 5.387 -1.373 1.134
H -7.104 3.138 0.991
H -6.900 -0.079 2.189
H 7.451 0.575 -4.201
H -2.817 0.951 -2.197
H 6.075 -0.852 -2.900

Calculated values
- HOMO (eV) = -10.3
- frontier orbital gap (eV) = 7.024
- LUMO level (eV) = -3.285
- total charge = +1

# C33H66O15

A cluster of 9 separate species, C33H66O15 in total at a distorted geometry (the ωB97M-V functional and the def2-TZVPD basis, the OMol25 dataset).

Cartesian coordinates (Å):
O -3.984 1.736 -1.199
O -0.890 -6.649 0.146
O 0.039 5.484 0.950
O -0.001 2.201 -2.934
O 1.413 3.743 6.518
O 3.069 -0.547 -3.210
O -4.889 -3.278 -2.453
O -4.178 -1.243 -3.388
O 3.223 -2.170 5.418
O 3.854 0.958 -4.840
O -0.687 -0.853 1.561
O 0.610 3.068 4.480
O 1.308 3.799 0.016
O -0.401 -4.596 -0.938
O 2.688 -0.465 3.905
C -0.731 -5.390 0.092
C -2.600 2.342 0.717
C -1.126 1.855 -3.750
C 0.286 -5.130 -2.065
C 0.471 4.756 0.034
C -5.107 -3.866 -0.126
C 0.043 1.908 5.017
C 2.867 -1.094 -5.626
C 1.948 5.089 4.638
C 5.070 2.981 -4.587
C 1.755 -4.754 -2.232
C 2.421 -1.469 4.569
C -1.241 -4.542 1.214
C -5.692 -2.592 -4.647
C -1.252 0.491 -4.409
C -0.864 1.287 3.916
C -5.227 1.859 0.919
C -2.251 2.861 -4.052
C 3.306 -0.218 -4.428
C 1.480 3.314 1.321
C 5.172 -2.755 6.659
C 1.073 -2.221 4.458
C 1.333 3.891 5.349
C -1.579 -0.693 -0.711
C -4.775 -2.319 -3.381
C 4.278 1.984 -3.784
C 0.238 5.163 -1.509
C 4.510 -1.787 5.620
C -3.954 1.920 0.068
C -0.421 -0.832 0.226
C 0.983 -0.404 -0.372
C 2.520 2.215 1.456
C -4.396 -2.997 -1.099
H -6.674 -2.164 -4.773
H -3.188 -3.014 -0.998
H -0.643 1.957 6.054
H -4.696 -3.901 0.899
H -6.036 1.716 0.289
H -4.693 -4.855 -0.510
H 4.937 1.367 -2.966
H -1.736 0.378 -1.135
H 4.755 -2.577 7.790
H -1.277 0.332 4.098
H -2.561 -0.699 -0.244
H 0.935 0.686 -0.682
H 4.447 -0.821 5.835
H -1.908 -0.116 -3.973
H 1.902 -3.608 -2.136
H -1.160 -5.031 2.176
H -2.294 -4.317 1.145
H 0.548 -1.806 5.202
H -3.159 2.621 -3.467
H 0.640 2.844 1.711
H -5.413 2.796 1.438
H -2.358 2.955 -5.216
H 1.591 -0.713 0.562
H -1.655 0.710 -5.395
H 1.230 -3.174 4.665
H 6.042 2.630 -4.966
H 1.467 5.492 3.893
H 4.929 -3.864 6.640
H -6.128 -3.645 -4.620
H 2.462 1.655 2.319
H 2.170 -0.804 -6.310
H 0.933 1.318 5.107
H 6.288 -2.740 6.587
H -1.780 2.604 -0.158
H -6.053 -3.720 0.109
H -0.279 0.751 3.137
H 3.633 2.467 -3.202
H 2.156 -4.948 -3.260
H 2.547 -5.341 -1.446
H 4.355 3.415 -5.261
H -4.676 -2.104 -0.677
H -0.630 -3.526 1.275
H 0.607 -2.208 3.517
H 1.157 -1.151 -1.218
H 1.794 4.140 1.863
H -5.126 0.863 1.478
H 3.756 -1.421 -6.201
H -0.031 -6.184 -2.253
H 2.951 4.926 4.319
H -5.020 -2.457 -5.624
H -2.473 1.325 1.218
H -0.793 4.748 -1.724
H 0.006 6.360 -1.442
H 4.981 -1.680 4.552
H 1.100 4.949 -2.130
H 2.052 5.912 5.399
H -0.317 -0.049 -4.489
H -1.210 2.188 3.216
H 2.672 1.471 0.745
H -0.222 -4.627 -2.948
H -2.629 3.025 1.546
H 2.777 -2.238 -5.236
H 5.355 3.848 -3.936
H -1.598 -1.488 -1.393
H 3.507 2.716 1.291
H -1.978 3.782 -3.614

Calculated values
- SMILES = CCOC(C)=O.CCOC(C)=O.CCOC(C)=O.CCOC(C)=O.CCOC(C)=O.CCOC(C)=O.CC(C)=O.CC(C)=O.CC(C)=O
- HOMO (eV) = -9.6
- frontier orbital gap (eV) = 9.995
- LUMO level (eV) = 0.416
- energy relative to the best compared isomer or geometry (same formula, charge and spin) (eV) = 9.990

# C35H40Br2CsN9O7S3

A structure of composition C35H40Br2CsN9O7S3 at a distorted geometry (the ωB97M-V functional and the def2-TZVPD basis, the OMol25 dataset).

Cartesian coordinates (Å):
Cs 15.158 9.511 15.645
Br 12.630 14.294 13.564
Br 7.444 12.875 14.463
S 18.748 11.417 16.934
S 13.744 8.484 20.548
S 16.088 12.577 11.168
O 11.219 6.933 13.058
O 15.081 6.060 17.040
O 13.333 11.630 14.839
O 16.651 4.662 16.373
O 13.855 8.794 19.001
O 13.881 2.605 12.319
O 13.019 8.370 13.056
N 15.925 10.068 10.588
N 20.047 4.561 20.963
N 15.635 11.577 18.087
N 14.204 10.762 12.029
N 17.725 7.822 17.484
N 17.122 10.482 10.132
N 11.512 9.702 15.847
N 16.290 12.635 15.415
N 13.945 6.048 14.632
C 9.302 8.905 16.101
C 16.709 11.638 19.084
C 9.240 12.370 14.716
C 13.521 6.692 20.679
C 18.010 12.146 18.454
C 19.652 6.574 18.155
C 15.991 13.589 16.457
C 12.068 9.064 20.995
C 17.585 12.798 14.814
C 18.989 6.263 19.355
C 12.069 11.837 14.782
C 10.695 8.757 16.218
C 19.590 5.333 20.212
C 13.875 3.831 13.026
C 17.759 6.859 19.650
C 17.416 11.736 10.353
C 18.789 12.758 15.768
C 13.044 4.917 12.736
C 15.308 10.974 11.299
C 15.557 5.235 16.230
C 18.934 7.296 17.225
C 11.528 13.033 14.294
C 8.788 10.050 15.528
C 15.237 12.945 17.653
C 11.251 7.552 16.872
C 10.154 13.324 14.351
C 13.229 6.036 13.548
C 17.099 7.536 18.603
C 12.405 7.299 13.151
C 14.756 3.851 14.140
C 19.581 11.409 9.180
C 11.091 10.838 15.325
C 9.665 11.092 15.172
C 18.762 12.338 10.089
C 14.714 5.010 14.936
H 20.665 6.206 17.974
H 19.003 13.737 16.257
H 19.613 10.389 9.555
H 12.045 10.147 21.097
H 15.411 14.480 16.100
H 11.919 8.626 21.988
H 16.936 13.977 16.827
H 19.654 12.561 15.119
H 16.468 12.278 19.922
H 15.309 13.689 18.462
H 9.848 14.318 14.038
H 11.419 7.742 17.946
H 12.301 4.932 11.945
H 20.589 11.800 9.049
H 12.767 6.336 19.997
H 13.344 2.774 11.496
H 18.653 13.335 9.690
H 13.226 6.466 21.721
H 17.292 6.746 20.620
H 17.711 11.976 14.086
H 19.185 11.391 8.177
H 14.461 6.221 20.430
H 15.434 3.028 14.404
H 19.250 12.479 11.089
H 16.079 7.897 18.732
H 14.854 11.150 18.627
H 16.898 10.638 19.466
H 18.802 11.922 19.198
H 17.950 13.229 18.349
H 19.374 7.470 16.248
H 8.617 8.129 16.429
H 14.191 12.917 17.334
H 17.639 13.735 14.197
H 10.500 6.776 16.759
H 11.290 8.714 20.351
H 7.725 10.132 15.370
H 13.915 9.786 12.172
H 12.194 7.211 16.423
H 14.018 11.387 12.792
H 15.551 12.701 14.689

Calculated values
- HOMO (eV) = -2.4
- frontier orbital gap (eV) = 5.365
- LUMO level (eV) = 3.013
- total charge = -2
- energy relative to the best compared isomer or geometry (same formula, charge and spin) (eV) = 0.489

Number 1: energy -59558.28909 eV. Number 2: energy -54611.40598 eV. Number 3: energy -26473.28929 eV. Number 4: energy -46213.42452 eV. Number 5: energy -65991.04745 eV. Number 6: energy -237827.82967 eV.